Below is a cluster of 2 separate species, C4H13N5O2 in total, with properties calculated with ωB97M-V with the def2-TZVPD basis set.

Element x y z (Å)
1 O -4.624 -0.576 -1.119
2 O -1.003 -1.645 -0.018
3 N 2.370 0.216 0.353
4 N -3.939 0.379 -0.345
5 N -2.143 -1.092 -0.603
6 N 1.384 -0.037 -0.509
7 N -2.072 0.381 1.155
8 C 3.606 0.808 -0.077
9 C 2.097 -0.151 1.721
10 C 1.500 0.241 -1.749
11 C -2.723 -0.094 0.158
12 H 4.277 0.927 0.793
13 H -4.607 -0.202 -1.999
14 H 1.220 0.394 2.121
15 H 4.122 0.182 -0.827
16 H 2.386 0.700 -2.208
17 H 2.973 0.099 2.343
18 H -2.798 -1.842 -0.846
19 H 3.444 1.805 -0.525
20 H 0.658 0.003 -2.410
21 H -4.572 0.656 0.412
22 H -2.558 1.185 1.580
23 H -0.894 -1.102 0.781
24 H 1.898 -1.236 1.816

Results
largest force on an atom = 0.01837 Eh/bohr
orbital gap = 8.538 eV
energy relative to the best compared isomer or geometry (same formula, charge and spin) = 411.2 kJ/mol
SMILES = N=C(NO)NO.C=NN(C)C
E_tot = -584.29086 Ha
E_HOMO = -0.285 hartree

Mulliken atomic charge list, values in e, 5 entries: O -0.458; O -0.393; N 0.336; N -0.178; N -0.184